Record 1
{
  "formula": "C34H58N2NdO4Si",
  "method": "ωB97M-V/def2-TZVPD",
  "e_tot_ha": -2591.6219,
  "s2": 3.75,
  "orbital_gap_ha": [0.2911, 0.3017],
  "spin_multiplicity": 4,
  "charge": 1,
  "e_above_lowest_ev": 0.0000,
  "e_lumo_ev": [-2.8, -2.6],
  "species": ["O", "O", "C", "C", "H", "H", "H", "H", "H", "C", "C", "H", "H", "H", "H", "H", "C", "C", "C", "H", "H", "H", "H", "H", "C", "H", "H", "H", "H", "H", "H", "N", "C", "C", "C", "C", "H", "H", "H", "C", "H", "H", "H", "N", "C", "C", "C", "C", "H", "C", "H", "C", "H", "C", "C", "C", "C", "C", "C", "H", "C", "H", "C", "H", "C", "C", "Nd", "H", "H", "H", "H", "H", "H", "H", "H", "H", "H", "H", "H", "H", "C", "Si", "H", "H", "C", "C", "C", "H", "H", "H", "H", "H", "H", "H", "H", "H", "O", "C", "O", "H"],
  "coordinates": [[1.08917, -1.79109, -1.34194], [0.89546, -0.23354, -6.08440], [2.52532, -2.09724, -1.54321], [3.00605, -3.20750, -0.64064], [3.02330, -1.14802, -1.33642], [2.66517, -2.34966, -2.59708], [2.78749, -2.99969, 0.41042], [4.08580, -3.32907, -0.75781], [2.54996, -4.16767, -0.89695], [0.16225, -2.86146, -1.78155], [0.42308, -3.30543, -3.20759], [-0.84446, -2.43245, -1.67607], [0.23921, -3.69718, -1.07366], [0.38173, -2.46208, -3.90507], [-0.34944, -4.02166, -3.50046], [1.38963, -3.80960, -3.30789], [-0.18385, 0.37663, -6.82488], [1.84940, -0.98062, -6.85903], [-1.49390, -0.36977, -6.64995], [0.06653, 0.43734, -7.90140], [-0.27538, 1.39620, -6.41537], [-1.40029, -1.40776, -6.98738], [-2.26208, 0.11609, -7.25686], [-1.81964, -0.35357, -5.60383], [1.25646, -2.16399, -7.60541], [2.59421, -1.32364, -6.12782], [2.34608, -0.30419, -7.57865], [0.64019, -2.79389, -6.95486], [2.07162, -2.77951, -7.99320], [0.65678, -1.83094, -8.45907], [1.51751, 1.14939, -4.50461], [-0.93293, -0.84506, 1.80733], [-1.73906, -0.18013, 2.65632], [-2.21332, 1.11719, 2.39310], [-2.42663, 1.70109, 1.13209], [-2.13944, -0.85277, 3.94395], [-1.25962, -1.25766, 4.46666], [-2.84651, -1.67899, 3.75895], [-2.63480, -0.11525, 4.58886], [-3.45096, 2.79545, 0.99836], [-4.10547, 2.64956, 0.12626], [-2.95981, 3.77446, 0.90960], [-4.07893, 2.80740, 1.89731], [-1.72636, 1.33687, 0.04962], [-0.63392, -2.24328, 1.99378], [0.62334, -2.62053, 2.51219], [1.63068, -1.59312, 2.94794], [0.93375, -3.97613, 2.56996], [1.91227, -4.26947, 2.94851], [0.01993, -4.93789, 2.14392], [0.28286, -5.99264, 2.18922], [-1.23790, -4.55712, 1.68006], [-1.96430, -5.30324, 1.36044], [-1.58338, -3.21096, 1.60341], [-2.93614, -2.79692, 1.10376], [-1.90845, 1.95608, -1.23193], [-1.28268, 3.18504, -1.53872], [-0.35531, 3.85839, -0.57467], [-1.57227, 3.79111, -2.75762], [-1.12634, 4.76331, -2.97570], [-2.41051, 3.16333, -3.67894], [-2.61044, 3.64028, -4.63625], [-3.01117, 1.94104, -3.37021], [-3.67974, 1.45094, -4.07826], [-2.77724, 1.32858, -2.14340], [-3.41685, 0.02034, -1.78250], [0.23345, 0.02556, -0.03177], [2.44338, -1.46604, 2.21041], [2.11638, -1.91771, 3.88136], [1.21364, -0.59629, 3.14144], [-2.94426, -1.81589, 0.60600], [-3.66959, -2.75311, 1.92498], [-3.30695, -3.53744, 0.38148], [0.00601, 4.79190, -1.03010], [0.53277, 3.27018, -0.29829], [-0.86635, 4.13513, 0.35851], [-3.79191, -0.00108, -0.74758], [-2.72865, -0.83583, -1.90897], [-4.27350, -0.15683, -2.44620], [-2.59676, 1.67950, 3.24855], [1.50529, 2.19460, -4.13818], [2.87504, 3.26184, -4.90636], [0.50873, 2.59812, -4.37014], [1.59520, 2.18284, -3.04038], [4.43482, 2.20970, -4.92380], [3.14518, 4.84045, -3.91290], [2.46195, 3.78595, -6.67149], [3.29620, 4.35483, -7.10897], [1.57259, 4.43149, -6.70115], [2.27544, 2.91850, -7.31970], [4.82009, 2.07927, -3.90315], [5.22387, 2.67194, -5.53194], [4.22148, 1.21415, -5.33760], [3.16664, 4.63930, -2.83290], [2.34697, 5.57106, -4.10824], [4.10083, 5.31148, -4.18693], [2.08441, 1.87993, 3.18077], [1.36145, 2.16563, 2.23463], [1.38388, 1.60966, 1.02737], [0.56419, 2.93876, 2.31690]],
  "atomic_forces_ev_per_a": [[0.21, -0.94, -0.55], [-0.17, -0.30, -0.52], [-0.61, 0.08, 0.03], [-0.05, -0.15, 0.08], [0.07, -0.06, -0.03], [0.04, 0.24, 0.17], [0.05, 0.01, -0.11], [-0.08, 0.09, 0.02], [0.00, 0.11, 0.00], [0.38, 0.10, 0.19], [-0.07, 0.09, -0.04], [0.20, 0.00, -0.02], [0.02, 0.23, -0.08], [0.04, -0.07, 0.09], [0.06, 0.06, 0.07], [-0.22, 0.04, 0.01], [0.49, -0.03, 0.14], [-0.30, 0.34, 0.14], [0.04, -0.08, -0.03], [0.05, 0.08, 0.45], [0.03, -0.25, -0.29], [-0.06, 0.18, 0.11], [-0.03, -0.04, 0.06], [0.08, -0.05, -0.13], [0.03, -0.02, -0.06], [-0.14, 0.15, -0.19], [-0.06, -0.17, 0.25], [0.09, 0.14, -0.05], [-0.06, 0.02, -0.05], [0.02, -0.13, 0.15], [0.11, 0.58, 0.10], [-0.29, 0.19, -0.15], [0.79, -0.20, -0.42], [-0.44, -0.10, 0.45], [0.99, 0.14, -0.94], [-0.01, 0.33, 0.32], [-0.28, 0.04, -0.18], [0.31, 0.31, 0.02], [0.13, -0.33, -0.11], [-0.28, 0.13, 0.49], [0.34, 0.01, 0.19], [-0.15, -0.22, -0.10], [0.14, 0.10, -0.27], [0.34, -0.28, 0.38], [-0.11, 0.11, 0.21], [-0.38, 0.22, -0.50], [0.38, 0.23, 0.35], [-0.11, -0.22, -0.12], [-0.22, -0.03, -0.04], [0.03, 0.02, 0.10], [-0.05, 0.20, 0.01], [0.17, 0.07, 0.00], [0.19, 0.08, 0.09], [0.38, 0.30, -0.04], [-0.49, -0.13, -0.30], [-0.57, 0.23, 0.12], [-0.19, -0.48, 0.10], [0.31, 0.64, 0.16], [-0.09, -0.28, -0.25], [-0.11, -0.31, -0.05], [-0.10, 0.01, 0.13], [0.00, -0.10, 0.18], [0.15, 0.11, -0.13], [0.15, 0.20, 0.09], [0.50, 0.21, 0.09], [-0.55, -0.30, -0.08], [-0.27, 1.24, 1.22], [-0.19, -0.04, 0.18], [-0.08, 0.11, -0.33], [0.04, -0.32, -0.08], [0.12, -0.26, 0.24], [0.20, 0.01, -0.24], [0.01, 0.16, 0.22], [-0.07, -0.25, 0.20], [-0.42, 0.09, -0.13], [0.15, -0.13, -0.16], [0.19, 0.04, -0.34], [-0.17, 0.26, 0.07], [0.24, -0.08, 0.15], [-0.33, -0.47, -0.37], [-0.20, -0.11, -0.03], [0.04, -0.05, -0.14], [0.18, -0.05, 0.11], [0.05, 0.07, -0.13], [0.03, 0.04, 0.04], [-0.02, -0.05, 0.09], [-0.09, -0.12, 0.00], [-0.19, -0.15, 0.15], [0.17, -0.16, 0.00], [0.02, 0.17, 0.10], [-0.01, -0.01, -0.20], [-0.13, -0.11, 0.17], [0.06, 0.20, 0.06], [0.03, 0.08, -0.20], [0.17, -0.17, 0.06], [-0.24, -0.11, 0.06], [-1.09, 0.28, -1.62], [0.60, -0.23, 1.03], [-0.15, -0.89, 0.08], [0.35, -0.12, 0.06]],
  "mulliken_spin": [-0.01, 0.00, 0.00, 0.00, 0.00, 0.00, 0.00, 0.00, 0.00, 0.00, 0.00, 0.00, 0.00, 0.00, 0.00, 0.00, 0.00, 0.00, 0.00, 0.00, 0.00, 0.00, 0.00, 0.00, 0.00, 0.00, 0.00, 0.00, 0.00, 0.00, 0.00, -0.01, 0.00, 0.00, 0.00, 0.00, 0.00, 0.00, 0.00, 0.00, 0.00, 0.00, 0.00, -0.02, 0.00, 0.00, 0.00, 0.00, 0.00, 0.00, 0.00, 0.00, 0.00, 0.00, 0.00, 0.00, 0.00, 0.00, 0.00, 0.00, 0.00, 0.00, 0.00, 0.00, 0.00, 0.00, 3.04, 0.00, 0.00, 0.00, 0.00, 0.00, 0.00, 0.00, 0.00, 0.00, 0.00, 0.00, 0.00, 0.00, 0.00, 0.00, 0.00, 0.00, 0.00, 0.00, 0.00, 0.00, 0.00, 0.00, 0.00, 0.00, 0.00, 0.00, 0.00, 0.00, 0.00, 0.00, 0.00, 0.00]
}


Record 2
{
  "formula": "C22H37O2SiV",
  "method": "ωB97M-V/def2-TZVPD",
  "e_tot_ha": -2244.1447,
  "s2": 0.82,
  "orbital_gap_ha": [0.2598, 0.2772],
  "spin_multiplicity": 2,
  "charge": 1,
  "e_above_lowest_ev": 0.0000,
  "e_lumo_ev": [-4.5, -4.1],
  "species": ["O", "C", "C", "H", "H", "C", "H", "H", "C", "H", "H", "H", "C", "H", "H", "H", "V", "C", "C", "C", "H", "C", "C", "H", "H", "H", "H", "C", "C", "C", "H", "C", "C", "H", "H", "H", "H", "O", "C", "C", "H", "H", "C", "H", "H", "C", "H", "H", "H", "H", "C", "Si", "C", "C", "H", "H", "H", "H", "H", "H", "H", "H", "H"],
  "coordinates": [[-1.43611, -1.95957, -3.14987], [-2.61754, -2.75491, -2.88074], [-2.74319, -3.28310, -4.30118], [-3.42561, -2.09321, -2.55225], [-2.40570, -3.54249, -2.14414], [-1.51702, -2.36758, -4.55043], [-3.65649, -2.99679, -4.82374], [-2.54824, -4.35067, -4.39294], [-1.85524, -1.21252, -5.48773], [-2.73032, -0.65613, -5.12098], [-2.10117, -1.62230, -6.47936], [-1.00136, -0.52532, -5.59677], [-0.25526, -3.09734, -4.95233], [-0.00376, -3.84072, -4.19047], [0.56719, -2.38149, -5.05091], [-0.40136, -3.59004, -5.91815], [1.80339, 1.15458, 1.44771], [3.72917, 0.54381, 2.53080], [2.67772, 0.17343, 3.41640], [1.84864, -0.78523, 2.74219], [2.58346, 0.47856, 4.45717], [2.41489, -1.02837, 1.44707], [3.58291, -0.21776, 1.32511], [4.28725, -0.25871, 0.49870], [4.54940, 1.21785, 2.78069], [0.98236, -1.29152, 3.15926], [2.08885, -1.78611, 0.73498], [2.78913, 3.30405, 1.30781], [3.34674, 2.39975, 0.37149], [2.30699, 1.98418, -0.54103], [4.39999, 2.16280, 0.27655], [1.10289, 2.66078, -0.15785], [1.40752, 3.47649, 0.98056], [0.73961, 4.19958, 1.43869], [3.33075, 3.87088, 2.06496], [2.43611, 1.35445, -1.41517], [0.15117, 2.62519, -0.68366], [-2.21566, -0.10998, -1.24535], [-0.79437, -0.34283, -1.29587], [-0.41471, -1.54363, -0.42138], [-0.30185, 0.58892, -0.93680], [-0.48847, -0.49734, -2.33393], [-1.75184, -2.01840, 0.16358], [0.22452, -1.19024, 0.39918], [0.10444, -2.33447, -0.98516], [-2.64922, -0.78244, -0.03046], [-1.71134, -2.32396, 1.21936], [-2.11882, -2.88027, -0.41115], [-2.44685, -0.09390, 0.82474], [-3.72470, -1.00576, -0.07591], [0.82933, 3.25555, 4.32080], [0.02201, 1.92384, 3.23501], [-0.66817, 0.62014, 4.42467], [-1.46584, 2.66306, 2.33685], [1.75823, 2.90133, 4.78612], [0.12917, 3.51801, 5.12709], [1.07520, 4.17622, 3.77845], [-1.55196, 1.03638, 4.92973], [-0.97929, -0.29994, 3.91346], [0.06226, 0.34768, 5.19655], [-2.35879, 2.52366, 2.96459], [-1.33881, 3.73802, 2.15053], [-1.65221, 2.16583, 1.37485]],
  "atomic_forces_ev_per_a": [[-0.80, -1.17, -1.16], [-0.28, -0.05, 0.67], [0.39, 0.39, 0.24], [0.04, -0.26, 0.13], [-0.18, 0.28, -0.14], [-0.09, -0.15, -0.95], [0.16, -0.09, -0.01], [-0.04, 0.08, -0.12], [0.16, 0.07, 0.08], [0.29, -0.14, -0.07], [0.11, 0.14, 0.26], [-0.29, -0.14, 0.05], [-0.01, 0.17, -0.06], [0.02, 0.03, -0.17], [0.02, -0.15, 0.05], [0.08, 0.00, 0.11], [0.63, 0.62, 0.92], [-0.33, -0.55, 0.27], [-0.14, -0.23, -0.59], [0.42, 0.47, -0.41], [-0.15, 0.10, -0.43], [0.66, 0.10, 0.51], [-0.41, -0.50, 0.37], [-0.30, 0.17, 0.17], [-0.39, -0.19, -0.20], [0.20, 0.24, -0.10], [0.12, 0.45, 0.23], [-0.63, -0.14, -0.44], [-0.67, 0.29, -0.95], [0.03, 0.86, 0.25], [-0.27, -0.12, 0.13], [1.05, -0.03, 0.23], [0.14, -0.60, -0.03], [0.13, -0.36, -0.03], [-0.22, -0.45, -0.08], [-0.04, 0.04, 0.26], [0.23, -0.10, 0.29], [0.45, -1.40, 1.06], [0.41, 1.32, -0.33], [-0.11, 0.09, 0.41], [-0.15, -0.44, 0.10], [-0.21, 0.33, 0.50], [-0.46, -0.15, -0.37], [-0.16, -0.22, -0.27], [-0.16, 0.36, 0.20], [0.36, 0.52, 0.17], [0.08, 0.16, -0.30], [0.02, 0.42, 0.36], [-0.34, -0.25, -0.32], [0.39, 0.19, -0.14], [0.09, -0.10, -0.08], [-0.04, 0.45, 0.30], [0.25, -0.19, -0.21], [-0.03, -0.11, -0.12], [-0.19, 0.04, -0.02], [0.15, -0.06, -0.15], [-0.11, -0.18, 0.07], [0.23, -0.04, -0.14], [-0.04, 0.17, 0.12], [-0.13, 0.01, -0.11], [0.20, 0.08, -0.20], [-0.07, -0.27, 0.03], [-0.07, 0.15, 0.16]],
  "mulliken_spin": [0.00, 0.00, 0.00, 0.00, 0.00, 0.00, 0.00, 0.00, 0.00, 0.00, 0.00, 0.00, 0.00, 0.00, 0.00, 0.00, 1.33, -0.01, 0.01, -0.07, 0.00, 0.08, -0.05, 0.00, 0.00, 0.00, 0.00, -0.02, -0.05, 0.05, 0.00, -0.03, -0.01, 0.00, 0.00, -0.01, 0.00, 0.00, 0.00, 0.00, 0.00, 0.00, 0.00, -0.01, 0.00, 0.00, 0.00, 0.00, 0.00, 0.00, 0.00, -0.18, -0.01, -0.02, 0.00, 0.00, 0.00, 0.00, 0.00, 0.00, 0.00, 0.00, 0.00]
}